77
Properties=species:S:1:pos:R:3:forces:R:3 method="wB97M-V/def2-TZVPD" charge=+1 e_homo_ev="-8.93 / -7.89" fmax_ev_per_a=3.580 gap_ev="5.731 / 4.668"
Bi -0.213 -1.863 -3.161 -2.173 1.108 0.901
C -1.904 4.120 0.577 -2.352 -1.720 -1.640
C -2.998 3.232 0.366 2.009 1.597 -0.367
C -2.467 3.184 2.601 1.363 1.367 -0.838
C -1.579 4.090 1.960 -1.484 -1.747 2.256
C -3.340 2.654 1.616 0.179 0.322 0.307
C -1.259 4.964 -0.448 0.221 0.239 -0.284
H -1.329 4.507 -1.441 -0.012 0.132 0.098
H -0.199 5.121 -0.217 -0.098 0.079 -0.097
H -1.734 5.956 -0.506 0.159 -0.154 -0.030
C -0.526 4.862 2.639 0.431 0.320 0.137
H -0.067 5.582 1.956 -0.043 0.057 0.198
H 0.281 4.212 3.006 -0.107 0.074 0.067
H -0.933 5.399 3.507 0.192 -0.081 -0.164
C -2.453 2.860 4.035 0.052 -0.201 0.753
H -2.377 3.772 4.644 -0.046 -0.235 -0.012
H -1.597 2.218 4.300 -0.254 0.132 0.034
H -3.370 2.334 4.324 0.208 0.117 0.105
C -4.461 1.714 1.850 0.007 -0.246 0.034
H -5.403 2.248 2.046 0.184 -0.062 -0.057
H -4.255 1.079 2.717 -0.116 0.041 -0.098
H -4.620 1.073 0.976 -0.052 0.083 0.153
C -3.687 2.996 -0.917 -0.450 -0.102 -0.530
H -4.556 3.666 -1.042 0.213 -0.227 -0.064
H -4.062 1.963 -0.976 0.078 0.262 -0.129
H -3.014 3.168 -1.767 -0.229 -0.076 0.129
C 1.998 -2.277 -3.088 0.972 -0.144 -0.104
C 1.665 -1.553 -4.340 0.587 0.351 -0.383
C 1.497 -2.278 -5.663 0.378 0.415 -0.523
C 0.647 -3.581 -5.629 0.053 -0.194 -0.693
C -0.416 -3.659 -4.560 -0.257 0.021 -0.408
C -0.166 -4.168 -3.206 0.005 -1.529 0.411
C 1.185 -4.687 -2.745 -0.140 -0.079 0.114
C 2.359 -3.751 -3.109 0.357 0.016 0.139
H 2.486 -2.520 -6.086 -0.160 -0.002 0.070
H 1.305 -4.462 -5.559 -0.130 0.242 0.020
H 1.044 -1.566 -6.391 0.201 -0.430 0.561
H 2.758 -4.027 -4.100 -0.109 0.179 0.385
H 2.464 -1.677 -2.303 0.171 -0.053 -0.315
H 1.985 -0.501 -4.385 -0.139 -0.500 -0.158
H 3.175 -3.919 -2.390 -0.169 -0.047 -0.233
H 1.144 -4.836 -1.655 -0.030 0.226 -0.221
H -1.019 -4.677 -2.732 0.311 0.349 -0.176
H 1.406 -5.689 -3.136 -0.138 0.057 -0.160
H 0.150 -3.663 -6.618 0.273 0.008 0.562
H -1.424 -3.819 -4.947 0.181 0.117 0.257
P 2.539 0.310 0.427 -0.208 0.180 1.818
P -0.630 -1.607 1.754 0.000 -0.009 -0.749
C 2.014 -1.420 0.539 0.440 -0.779 -0.314
C 1.219 -1.977 1.751 -0.179 0.436 0.489
H 2.968 -1.978 0.480 -0.222 0.205 -0.013
H 1.495 -1.649 -0.409 0.010 0.128 0.226
H 1.277 -3.075 1.749 0.443 0.372 -0.109
H 1.664 -1.643 2.705 -0.053 -0.074 -0.337
C -1.037 -1.883 3.514 0.053 -0.146 -0.162
H -2.128 -1.791 3.571 0.234 -0.012 0.194
H -0.573 -1.123 4.147 -0.155 -0.138 -0.016
H -0.740 -2.889 3.823 -0.032 0.109 0.192
C -1.192 -3.230 1.053 -0.062 0.205 -0.227
H -0.421 -3.994 1.199 -0.334 -0.094 0.087
H -1.379 -3.134 -0.027 0.035 -0.042 0.334
H -2.129 -3.521 1.546 0.251 -0.023 -0.182
C 4.304 0.575 0.286 0.558 0.142 -0.250
H 4.480 1.573 -0.139 -0.169 -0.229 0.058
H 4.812 -0.153 -0.349 -0.214 -0.026 -0.054
H 4.785 0.567 1.273 -0.360 -0.214 -0.168
C 1.663 1.283 -0.770 -0.152 0.200 -0.773
H 1.119 2.138 -0.337 0.085 -0.475 0.010
H 0.993 0.637 -1.353 -0.135 0.175 0.387
H 2.397 1.664 -1.490 -0.020 0.053 0.189
F 1.921 2.538 4.506 -0.380 -1.279 -0.500
C 1.557 1.261 4.201 0.078 0.251 1.453
F 2.550 0.434 4.609 -0.783 0.565 -0.447
F 0.434 0.961 4.922 1.491 0.358 -1.248
C 1.307 1.130 2.667 -3.486 0.649 -0.489
O 2.425 0.943 1.956 0.555 -0.290 -0.422
O 0.190 1.249 2.191 2.613 -0.283 1.013

99
Properties=species:S:1:pos:R:3:forces:R:3 method="wB97M-V/def2-TZVPD" charge=0 multiplicity=4 e_homo_ev="-6.85 / -7.54" fmax_ev_per_a=1.070 gap_ev="7.096 / 7.643"
V -0.110 0.020 0.667 0.915 -0.034 -0.554
C -3.790 1.376 3.658 -0.017 -0.015 0.007
C -2.466 2.063 3.308 0.052 -0.001 -0.009
C -2.084 3.018 4.440 0.011 -0.046 -0.013
C -2.554 2.741 1.951 0.006 -0.048 -0.113
C -2.933 4.074 1.841 0.007 0.001 0.006
C -3.125 4.661 0.600 -0.009 0.016 0.009
C -2.944 3.922 -0.554 0.075 0.001 -0.019
C -2.548 2.588 -0.500 -0.035 0.041 0.058
C -2.435 1.768 -1.772 0.074 -0.087 0.052
C -3.788 1.148 -2.137 -0.016 -0.022 -0.012
C -1.901 2.566 -2.958 -0.033 -0.022 0.000
C -2.346 2.019 0.763 -0.163 0.105 0.096
N -1.985 0.632 0.872 -0.973 0.171 -0.030
C -2.997 -0.188 0.826 -0.103 0.058 0.152
C -3.005 -1.588 1.027 -0.035 -0.103 0.040
C -4.284 -2.197 0.998 -0.016 -0.066 0.014
C -4.475 -3.514 1.301 -0.064 0.073 -0.054
C -3.350 -4.270 1.679 0.092 0.007 0.066
C -2.098 -3.726 1.713 -0.086 -0.011 0.143
C -1.849 -2.364 1.345 -0.093 -0.087 0.101
N -0.609 -1.860 1.258 -0.269 -0.115 0.128
C 0.451 -2.703 1.723 0.052 -0.081 0.137
C 0.887 -2.503 3.058 -0.036 -0.026 -0.158
C 1.927 -3.275 3.552 0.028 0.016 0.019
C 2.497 -4.269 2.778 0.024 -0.042 -0.007
C 2.018 -4.501 1.506 0.017 0.025 -0.016
C 0.998 -3.734 0.935 0.011 0.007 0.066
C 0.495 -4.254 -0.424 -0.036 -0.052 -0.011
C 1.640 -4.493 -1.422 -0.079 0.007 0.028
C -0.622 -3.507 -1.155 -0.009 -0.048 -0.077
C 0.186 -1.532 3.993 -0.027 0.060 -0.076
C 1.114 -0.952 5.057 -0.018 0.082 0.025
C -1.012 -2.191 4.686 0.008 0.019 -0.014
H -3.738 0.946 4.660 0.003 -0.013 0.007
H -4.032 0.571 2.966 -0.018 0.003 0.011
H -4.610 2.098 3.641 -0.009 0.017 0.007
H -1.697 1.289 3.241 -0.005 -0.006 0.012
H -2.906 3.693 4.687 -0.013 0.008 -0.001
H -1.214 3.625 4.193 0.051 0.018 -0.028
H -1.854 2.446 5.340 0.000 -0.004 0.002
H -3.098 4.659 2.736 0.006 0.005 -0.006
H -3.430 5.698 0.535 0.002 0.013 -0.001
H -3.114 4.388 -1.516 0.005 0.005 0.007
H -1.731 0.948 -1.578 -0.009 0.074 -0.035
H -4.555 1.923 -2.193 -0.005 0.019 -0.022
H -4.111 0.409 -1.405 -0.021 0.018 -0.066
H -3.732 0.654 -3.109 0.008 -0.022 -0.005
H -2.633 3.295 -3.312 0.005 0.010 -0.003
H -1.688 1.893 -3.790 0.010 0.004 -0.003
H -0.986 3.093 -2.695 0.108 0.055 0.014
H -3.981 0.257 0.663 0.037 -0.015 0.075
H -5.132 -1.573 0.737 -0.017 0.008 0.000
H -5.458 -3.959 1.271 -0.015 0.002 0.002
H -3.475 -5.309 1.958 0.007 -0.016 -0.007
H -1.261 -4.339 2.016 -0.012 -0.014 0.000
H 2.282 -3.114 4.561 -0.005 -0.016 -0.022
H 3.292 -4.885 3.178 0.023 -0.007 0.001
H 2.425 -5.332 0.948 0.025 -0.006 -0.016
H 0.086 -5.246 -0.187 -0.004 0.029 0.001
H 2.056 -3.548 -1.763 0.050 0.130 -0.020
H 1.255 -5.021 -2.296 -0.008 -0.004 -0.003
H 2.454 -5.086 -1.014 0.010 -0.005 0.009
H -0.348 -2.477 -1.377 0.056 0.106 -0.032
H -1.561 -3.502 -0.609 0.119 -0.042 -0.182
H -0.800 -4.014 -2.106 0.008 -0.001 -0.025
H -0.188 -0.702 3.390 0.002 0.020 -0.005
H 1.331 -1.684 5.838 0.010 0.004 0.002
H 0.634 -0.098 5.538 -0.011 0.005 0.013
H 2.054 -0.612 4.631 0.086 0.060 -0.049
H -0.681 -3.050 5.275 0.010 -0.013 0.002
H -1.765 -2.535 3.982 -0.035 -0.019 -0.041
H -1.485 -1.480 5.368 0.001 0.004 0.004
I 2.223 -0.535 -0.896 -0.015 -0.248 0.200
C 3.261 -0.347 0.932 0.119 -0.071 -0.164
C 4.498 -0.911 1.018 -0.052 0.026 -0.039
C 5.302 -0.612 2.139 -0.002 0.022 0.037
C 4.873 0.308 3.049 0.045 -0.028 -0.005
C 3.597 0.912 2.937 -0.014 0.011 0.028
C 3.199 1.943 3.821 -0.067 -0.020 0.045
C 1.961 2.502 3.694 0.092 -0.002 0.095
C 1.048 1.990 2.749 -0.160 -0.036 -0.029
C 1.339 0.971 1.866 0.519 0.079 0.229
C 2.698 0.507 1.913 0.024 0.076 0.049
H 4.878 -1.549 0.232 -0.014 -0.008 -0.002
H 6.274 -1.077 2.234 0.013 -0.001 0.006
H 5.511 0.600 3.875 0.014 0.009 0.006
H 3.892 2.278 4.583 0.012 0.008 0.011
H 1.660 3.313 4.346 0.000 0.010 0.009
H 0.060 2.433 2.727 -0.100 0.038 0.023
C 1.853 3.980 -2.471 -0.065 0.016 0.016
Te 1.550 3.213 -0.492 -0.003 -0.016 -0.133
C 0.870 5.071 0.326 -0.051 -0.064 0.037
H 1.011 4.602 -2.765 -0.024 0.002 0.001
H 1.918 3.131 -3.149 0.012 -0.017 0.004
H 2.776 4.550 -2.519 0.010 0.023 0.010
H 1.433 5.293 1.228 0.012 -0.015 0.017
H -0.192 5.013 0.549 -0.034 -0.006 -0.003
H 1.051 5.847 -0.413 0.019 0.013 -0.024

13
Properties=species:S:1:pos:R:3:forces:R:3 method="wB97M-V/def2-TZVPD" charge=0 e_homo_ev=-7.36 fmax_ev_per_a=0.354 gap_ev=8.219
C -1.538 0.751 0.460 -0.074 0.285 0.196
C -0.618 -0.297 0.168 0.064 -0.173 -0.050
C 0.661 0.015 -0.533 -0.222 0.145 -0.041
C 1.901 -0.040 0.243 0.134 0.145 0.200
O 1.574 -1.047 -0.705 0.075 -0.161 -0.099
H -2.266 0.625 1.251 0.103 0.033 -0.131
H -1.487 1.676 -0.101 -0.018 -0.129 0.099
H -1.686 -0.343 -0.534 -0.035 -0.163 -0.131
H -1.190 -1.255 -1.006 0.097 0.052 0.101
H -0.559 -1.136 0.858 -0.018 0.143 -0.129
H 0.580 0.710 -1.369 0.039 -0.099 0.144
H 2.729 0.615 -0.023 -0.130 -0.114 0.009
H 1.864 -0.352 1.287 -0.014 0.037 -0.169

25
Properties=species:S:1:pos:R:3:forces:R:3 method="wB97M-V/def2-TZVPD" charge=+1 e_homo_ev=-11.30 fmax_ev_per_a=5.213 gap_ev=6.045
O -1.659 -1.263 -1.347 1.032 3.484 -3.738
C -1.413 -0.360 -2.167 -1.164 -2.744 2.640
Cl 0.182 -0.210 -3.045 -2.295 0.108 1.037
C -2.604 0.728 -2.384 1.640 0.323 1.159
S -4.161 -0.050 -3.068 0.205 1.043 -0.949
H -2.265 1.628 -2.999 -0.921 -1.433 0.434
H -2.866 1.084 -1.321 0.325 -0.593 -1.646
H -3.857 -1.309 -3.576 -0.262 0.575 1.193
H -5.140 -0.113 -2.083 1.180 -0.723 -0.317
C 0.772 1.262 2.630 0.037 0.205 0.020
O 1.547 1.463 1.454 -0.021 -0.389 0.120
C 2.747 0.691 1.455 -0.168 0.070 -0.502
C 2.586 -0.597 0.648 0.189 -0.074 0.584
O 1.625 -1.470 1.238 -0.222 0.415 -0.225
C 0.350 -1.369 0.625 0.306 -0.228 0.193
H -0.246 1.601 2.428 0.100 0.072 -0.018
H 0.731 0.213 2.933 0.075 0.019 -0.065
H 1.190 1.860 3.447 -0.100 -0.078 0.059
H 3.070 0.477 2.479 -0.068 -0.086 -0.057
H 3.521 1.303 0.981 0.002 -0.028 0.025
H 3.543 -1.128 0.648 -0.028 0.029 -0.028
H 2.324 -0.378 -0.393 -0.044 0.071 0.049
H 0.339 -1.949 -0.301 -0.001 -0.001 0.002
H 0.075 -0.332 0.406 0.122 0.008 0.069
H -0.391 -1.783 1.311 0.081 -0.051 -0.038

12
Properties=species:S:1:pos:R:3:forces:R:3 method="wB97M-V/def2-TZVPD" charge=0 e_homo_ev=-8.49 fmax_ev_per_a=5.480 gap_ev=8.965
C 1.160 1.839 -0.336 -0.846 -3.697 3.956
C -0.161 -1.595 1.004 -0.372 -0.771 -1.128
O -0.577 -0.721 -1.646 2.483 -2.550 1.851
Si -0.580 -0.163 -0.149 2.115 1.791 0.437
Cl -2.387 0.696 0.381 0.139 -0.135 -0.011
H 2.091 1.134 -0.196 -1.756 1.843 -0.011
H 1.170 2.343 -1.255 -0.385 0.524 -1.223
H 0.799 2.442 0.596 1.155 -1.077 -1.896
H 0.453 -2.474 0.644 0.131 1.691 0.195
H 0.207 -1.002 1.806 0.947 -0.285 1.279
H -1.024 -2.158 1.358 -0.563 0.591 0.043
H -1.151 -0.341 -2.207 -3.048 2.076 -3.493